1.
Molecular formula: C3H2Cl2OS2
Method: DFT, the ωB97M-V functional and the def2-TZVPD basis

As for the energy above the lowest of the compared OMol25 structures with the same formula, charge and spin: 481.2 kJ/mol. The value obtained for the LUMO energy (spin up / spin down) is -0.990 / -1.800 eV. Its HOMO energy (spin up / spin down) is -9.364 / -8.666 eV.

```
! wB97M-V def2-TZVPD RIJCOSX def2/J DEFGRID3
* xyz 0 1
C 0.27 0.86 -0.07
C -1.47 0.13 0.42
C 1.30 0.03 0.47
O -1.12 -1.27 -1.62
S 0.73 -1.71 0.56
S -1.25 -1.49 -0.22
Cl 0.50 2.46 -0.41
Cl -2.78 0.86 -0.42
H 2.14 0.06 -0.24
H 1.69 0.06 1.54
*
```



2.
Molecular formula: C3H2ClF
Method: DFT, the ωB97M-V functional and the def2-TZVPD basis

As for the energy above the lowest of the compared OMol25 structures with the same formula, charge and spin: 0.0 kJ/mol. The value obtained for the LUMO energy is 0.920 eV. Its HOMO energy is -10.890 eV.

```
! wB97M-V def2-TZVPD RIJCOSX def2/J DEFGRID3
* xyz 0 1
C 1.72 0.25 0.22
C 0.54 0.13 0.02
C -0.87 -0.06 -0.23
F -1.09 -1.06 -1.12
Cl -1.69 -0.50 1.32
H 2.74 0.38 0.40
H -1.35 0.85 -0.61
*
```



3.
Molecular formula: C3H2ClF
Method: DFT, the ωB97M-V functional and the def2-TZVPD basis

As for the energy above the lowest of the compared OMol25 structures with the same formula, charge and spin: 82.4 kJ/mol. The value obtained for the LUMO energy is 0.679 eV. Its HOMO energy is -10.058 eV.

```
! wB97M-V def2-TZVPD RIJCOSX def2/J DEFGRID3
* xyz 0 1
F -1.35 1.11 -0.13
C -0.28 0.16 -0.21
C 0.33 -0.16 -1.52
C 0.39 -0.31 -2.73
Cl 0.70 -0.56 -4.32
H 0.49 0.57 0.56
H -0.85 -0.64 0.40
*
```



4.
Molecular formula: C3H2ClN3
Method: DFT, the ωB97M-V functional and the def2-TZVPD basis

As for the energy above the lowest of the compared OMol25 structures with the same formula, charge and spin: 0.3 kJ/mol. The value obtained for the LUMO energy is -0.381 eV. Its HOMO energy is -10.000 eV.

```
! wB97M-V def2-TZVPD RIJCOSX def2/J DEFGRID3
* xyz 0 1
Cl 2.19 -0.02 0.00
C 0.44 -0.03 0.03
C -0.25 1.16 -0.01
N -1.58 1.18 0.01
N -2.21 0.02 0.00
C -1.49 -1.09 0.00
N -0.17 -1.19 -0.02
H 0.28 2.09 -0.03
H -2.06 -2.02 0.04
*
```



5.
Molecular formula: C3H2ClNO
Method: DFT, the ωB97M-V functional and the def2-TZVPD basis

As for the energy above the lowest of the compared OMol25 structures with the same formula, charge and spin: 151.8 kJ/mol. The value obtained for the LUMO energy is 0.327 eV. Its HOMO energy is -8.823 eV.

```
! wB97M-V def2-TZVPD RIJCOSX def2/J DEFGRID3
* xyz 0 1
O 2.52 -0.95 0.20
C 1.63 -0.23 0.04
C 0.70 0.65 -0.33
N -0.63 0.67 -0.06
C -1.39 -0.31 0.14
Cl -3.06 -0.21 0.24
H 1.08 1.59 -0.54
H -0.86 -1.20 0.31
*
```



6.
Molecular formula: C3H2ClNO
Method: DFT, the ωB97M-V functional and the def2-TZVPD basis

As for the energy above the lowest of the compared OMol25 structures with the same formula, charge and spin: 76.7 kJ/mol. The value obtained for the LUMO energy is 0.905 eV. Its HOMO energy is -9.598 eV.

```
! wB97M-V def2-TZVPD RIJCOSX def2/J DEFGRID3
* xyz 0 1
Cl 2.70 -0.22 -0.01
C 1.03 -0.15 -0.04
C 0.00 -1.00 -0.09
O -1.17 -0.36 0.00
C -0.90 0.95 0.06
N 0.31 1.30 -0.09
H -0.13 -2.03 0.00
H -1.83 1.50 0.16
*
```



7.
Molecular formula: C3H2ClNO
Method: DFT, the ωB97M-V functional and the def2-TZVPD basis

As for the energy above the lowest of the compared OMol25 structures with the same formula, charge and spin: 109.2 kJ/mol. The value obtained for the LUMO energy is 0.004 eV. Its HOMO energy is -10.667 eV.

```
! wB97M-V def2-TZVPD RIJCOSX def2/J DEFGRID3
* xyz 0 1
N 1.68 -1.47 2.29
C 0.94 -1.02 1.56
C -0.03 -0.53 0.62
Cl -1.18 0.47 1.45
C 0.90 0.54 -0.33
O 1.34 0.29 -1.42
H -0.62 -1.05 -0.10
H 0.98 1.40 0.20
*
```



8.
Molecular formula: C3H2ClNO2
Method: DFT, the ωB97M-V functional and the def2-TZVPD basis

As for the energy above the lowest of the compared OMol25 structures with the same formula, charge and spin: 634.8 kJ/mol. The value obtained for the LUMO energy is -0.197 eV. Its HOMO energy is -9.575 eV.

```
! wB97M-V def2-TZVPD RIJCOSX def2/J DEFGRID3
* xyz 0 1
O 2.74 1.73 0.03
N 2.37 0.61 0.00
C 2.31 -0.51 0.39
Cl 1.72 -1.96 -0.06
C -1.61 -0.09 0.97
C -1.66 0.06 -0.20
O -1.64 0.03 -1.50
H -1.66 0.12 2.01
H -2.55 0.02 -1.65
*
```



9.
Molecular formula: C3H2ClNS
Method: DFT, the ωB97M-V functional and the def2-TZVPD basis

As for the energy above the lowest of the compared OMol25 structures with the same formula, charge and spin: 345.4 kJ/mol. The value obtained for the LUMO energy is -2.321 eV. Its HOMO energy is -10.177 eV.

```
! wB97M-V def2-TZVPD RIJCOSX def2/J DEFGRID3
* xyz 0 1
C -2.26 -0.48 -0.82
C 1.69 0.05 0.37
C 0.38 -0.07 0.27
N -3.09 0.04 -1.44
S -0.66 -1.45 0.50
Cl -0.52 1.50 0.34
H 1.99 1.15 0.60
H 2.48 -0.73 0.18
*
```



10.
Molecular formula: C3H2CrO2
Method: DFT, the ωB97M-V functional and the def2-TZVPD basis

As for the expectation value of S²: 8.772. As for the energy above the lowest of the compared OMol25 structures with the same formula, charge and spin: 183.2 kJ/mol. The value obtained for the LUMO energy (spin up / spin down) is -5.582 / -5.627 eV. Its HOMO energy (spin up / spin down) is -13.470 / -14.726 eV.

```
! wB97M-V def2-TZVPD RIJCOSX def2/J DEFGRID3
* xyz 1 6
O -1.08 -0.38 -0.88
C -0.05 0.12 -1.40
C 1.10 0.48 -0.66
O 0.90 1.14 0.59
C 0.91 -0.09 1.06
Cr -1.05 -0.93 0.98
H 0.05 0.10 -2.50
H 2.05 0.72 -1.13
*
```



11.
Molecular formula: C3H2CsLiMgO3
Method: DFT, the ωB97M-V functional and the def2-TZVPD basis

As for the expectation value of S²: 0.752. The value obtained for the LUMO energy (spin up / spin down) is -3.812 / -3.813 eV. Its HOMO energy (spin up / spin down) is -5.886 / -11.487 eV.

```
! wB97M-V def2-TZVPD RIJCOSX def2/J DEFGRID3
* xyz 1 2
C 2.31 0.38 0.80
C 1.38 1.16 0.33
O 3.21 -0.25 1.24
H 1.32 1.34 -0.73
H 0.99 1.96 0.93
Mg 3.59 -4.57 1.24
Li 4.12 -1.88 1.65
O -3.35 0.87 -0.91
C -3.52 -0.24 -1.22
O -4.19 -0.97 -1.85
Cs -5.86 2.20 -1.48
*
```



12.
Molecular formula: C3H2CuLiO3
Method: DFT, the ωB97M-V functional and the def2-TZVPD basis

As for the expectation value of S²: 0.753. As for the energy above the lowest of the compared OMol25 structures with the same formula, charge and spin: 0.0 kJ/mol. The value obtained for the LUMO energy (spin up / spin down) is 0.815 / 0.811 eV. Its HOMO energy (spin up / spin down) is -1.417 / -2.506 eV.

```
! wB97M-V def2-TZVPD RIJCOSX def2/J DEFGRID3
* xyz -1 2
C -1.86 -0.14 0.61
O -3.11 -0.39 0.39
H -1.44 -0.38 1.62
Li -4.60 -0.43 -0.53
C -0.85 -0.17 -0.30
O 0.23 0.70 -0.12
C 1.46 0.39 -0.57
O 1.60 -0.72 -1.15
Cu 3.85 0.04 -1.38
H -0.86 -0.77 -1.22
*
```



| no. | E (Eh) | F_max (eV Å⁻¹) |
| --- | --- | --- |
| 1 | -1907.31192 | 5.50 |
| 2 | -675.49212 | 0.75 |
| 3 | -675.46073 | 3.83 |
| 4 | -739.94001 | 1.29 |
| 5 | -705.62630 | 2.83 |
| 6 | -705.65490 | 4.68 |
| 7 | -705.64249 | 4.73 |
| 8 | -780.70943 | 2.88 |
| 9 | -1028.50993 | 4.19 |
| 10 | -1310.01289 | 3.50 |
| 11 | -568.69873 | 5.89 |
| 12 | -1989.12319 | 2.68 |